90
Properties=species:S:1:pos:R:3 method="wB97M-V/def2-TZVPD" e_tot_ev=-56796.5577 e_above_lowest_kj_mol=1076.7 e_lumo_ev=-0.2 e_homo_ev=-9.103 smiles="NC(N)=O.NC(N)=O.NC(N)=O.NC(N)=O.NC(N)=O.NC(N)=O.CCO.CCO.CCO.CCO.CO" orbital_gap_ev=8.93
N 3.14864 -0.10418 -0.34891
C 4.32094 -0.20677 -0.89702
N 4.06192 -0.79456 -2.04695
O 5.50573 0.30647 -0.44548
H 3.19740 0.24761 0.64508
H 2.26828 -0.69520 -0.56866
H 4.84237 -0.94016 -2.75548
H 3.23919 -1.37134 -2.13476
N -0.52164 0.42557 -2.46009
C -0.42569 -0.19638 -3.60810
N 0.83509 -0.42137 -3.88395
O -1.47526 -0.83688 -4.31045
H -1.47846 0.56955 -2.04886
H 0.33267 0.94007 -2.13693
H 0.89200 -0.87939 -4.85767
H 1.59061 0.24847 -3.52322
N 1.05777 -1.48945 -0.78762
C 1.58643 -2.57788 -1.17515
N 1.99211 -2.52318 -2.42421
O 1.81422 -3.61938 -0.31420
H 0.67854 -1.42562 0.17462
H 0.46503 -0.96960 -1.46226
H 2.21749 -3.43488 -2.82899
H 1.63776 -1.78463 -3.07749
N 2.89815 1.20577 -3.50786
C 2.15832 2.08190 -3.01012
N 1.65227 1.68585 -1.84864
O 1.72945 3.18421 -3.73324
H 3.29545 1.44496 -4.39098
H 3.32865 0.39579 -2.95928
H 1.18287 2.54008 -1.40755
H 2.16334 1.00924 -1.28001
N -3.31921 0.77960 -1.64396
C -3.04081 1.02186 -0.42519
N -2.79033 -0.13614 0.12149
O -2.73332 2.26886 0.01145
H -3.80459 1.57046 -2.14080
H -3.47476 -0.14798 -2.05811
H -2.84693 -0.07541 1.19313
H -3.03581 -0.99101 -0.33089
N -0.60852 -2.42100 3.51414
C -0.12423 -2.53457 4.67833
N -0.76484 -3.36902 5.36472
O 0.96955 -1.81828 5.14151
H -0.33207 -1.62019 2.88143
H -0.94561 -3.22419 2.98785
H -0.65487 -3.46208 6.38611
H -1.62832 -3.81224 5.05313
C -1.92883 -2.64255 -1.26667
C -3.05056 -2.85919 -2.23074
O -4.11884 -1.97848 -1.94596
H -2.27539 -2.60786 -0.28854
H -1.28360 -1.91397 -1.68135
H -1.40837 -3.56776 -1.19124
H -3.42872 -3.85746 -1.95420
H -2.89050 -2.87946 -3.27983
H -4.81372 -2.17162 -2.55767
C 1.10551 0.89696 2.73894
C 0.15153 0.85780 1.57578
O -0.34583 -0.44835 1.30652
H 0.64452 0.59032 3.66748
H 1.48966 1.87949 2.99918
H 1.94431 0.26787 2.51827
H 0.60626 1.25055 0.72953
H -0.66515 1.63692 1.66771
H -0.97376 -0.31251 0.59010
C -1.87479 1.82997 5.00635
C -2.07720 2.90568 3.82636
O -3.03692 2.44344 2.82315
H -1.22130 2.27865 5.68873
H -1.46293 0.92875 4.57474
H -2.77795 1.55081 5.42744
H -1.17987 3.15585 3.24791
H -2.47902 3.81916 4.17200
H -3.16294 1.54083 2.94750
C -0.38055 5.18681 -2.07652
C -0.76277 3.72883 -1.84670
O -0.38799 3.14473 -0.63095
H -0.71726 5.66486 -2.99586
H 0.62224 5.31233 -1.97561
H -0.83472 5.79613 -1.36701
H -0.55138 3.07940 -2.70971
H -1.89063 3.64315 -1.86826
H -1.20959 2.75989 -0.20190
C 2.66869 -2.61751 2.24457
O 2.94894 -1.84879 3.40537
H 3.06432 -2.22818 1.31758
H 1.63791 -2.63491 1.93763
H 3.08224 -3.60499 2.39373
H 2.16799 -2.01894 3.94223

14
Properties=species:S:1:pos:R:3 method="wB97M-V/def2-TZVPD" e_tot_ev=-8833.6750 e_above_lowest_kj_mol=243.9 e_lumo_ev=0.9 e_homo_ev=-9.551 orbital_gap_ev=10.43
C -1.24734 -0.50878 -0.50744
C -1.05291 0.84301 0.11415
C 0.06902 1.11948 0.77365
C 1.22476 0.15194 0.92405
N 1.37984 -0.89099 -0.08775
C 0.91211 -0.94518 -1.22100
O 0.71287 -1.24192 -2.33545
H -2.00516 -1.09712 -0.01569
H -1.57667 -0.40412 -1.56451
H -0.33271 -1.15432 -0.14791
H -1.84341 1.59213 0.04604
H 0.19851 2.08070 1.26998
H 1.16314 -0.33256 1.90590
H 2.16879 0.70064 0.90814

5
Properties=species:S:1:pos:R:3 method="wB97M-V/def2-TZVPD" e_tot_ev=-15069.8441 e_above_lowest_kj_mol=255.6 e_lumo_ev="-0.8 / -2.4" e_homo_ev="-10.187 / -9.728" orbital_gap_ev="9.37 / 7.29"
N 0.50428 -0.92626 -0.37420
F -0.39589 -1.47511 -1.21774
S -1.22653 1.33693 0.97623
H 1.01565 -0.01687 -0.80196
H 0.10249 1.08131 1.41766

9
Properties=species:S:1:pos:R:3 method="wB97M-V/def2-TZVPD" e_tot_ev=-8170.7644 e_above_lowest_kj_mol=571.3 e_lumo_ev=0.3 e_homo_ev=-8.754 orbital_gap_ev=9.08
C -0.17472 0.87776 -0.03054
H 0.42580 -1.32023 -0.01350
H 1.82415 1.02738 0.22529
H -0.32972 2.05862 -0.04906
H -2.03725 -1.45591 0.30732
N 1.22917 0.43814 -0.26585
N -1.41821 0.32434 0.02337
O 1.62296 -0.95867 0.03572
O -1.14219 -0.99142 -0.23277